1.
Density functional theory data (ωB97M-V/def2-TZVPD) for CH24FeO15 as an isolated structure at a distorted geometry.

For the orbital gap (alpha / beta), the calculation gives 6.9 / 6.7 eV. The spin multiplicity is 5. The highest occupied orbital energy (alpha / beta) comes out at -9.52 / -9.52 eV. The energy above the lowest of the compared OMol25 structures with the same formula, charge and spin comes out at 2.6350 eV. The calculation puts the largest force on an atom at 0.05651 Eh/bohr. As for the charge: 0. Its expectation value of S² is 6.007.

Last column: Mulliken spin population.
Geometry (Å):
1 Fe 31.5848 7.6084 -29.1564  3.7951
2 C 33.5790 6.3286 -30.1615  -0.0394
3 O 32.3156 6.0814 -30.2356  0.1380
4 O 33.8305 7.4630 -29.5726  0.0395
5 O 34.5206 5.5597 -30.5109  0.0174
6 O 37.1710 6.6348 -30.5852  -0.0002
7 H 36.3105 6.1621 -30.5904  -0.0012
8 H 36.9290 7.5658 -30.6358  0.0000
9 O 35.1573 4.9779 -33.2484  0.0000
10 H 35.8367 4.2984 -33.1838  0.0002
11 H 34.8121 5.0657 -32.3389  -0.0002
12 O 33.2806 8.0263 -33.7182  0.0001
13 H 33.4628 8.8422 -33.2253  -0.0001
14 H 32.4835 7.6487 -33.3341  0.0003
15 O 35.7836 9.3114 -28.5401  0.0003
16 H 35.2813 8.5338 -28.8427  0.0016
17 H 35.9002 9.1801 -27.5944  0.0000
18 O 29.7088 6.6699 -29.2198  0.0218
19 H 29.2190 6.0201 -28.6983  0.0000
20 H 29.3335 6.6122 -30.1130  -0.0010
21 O 34.4301 2.6529 -30.9736  0.0000
22 H 35.3134 2.4183 -30.6636  0.0000
23 H 34.3383 3.5997 -30.7662  -0.0002
24 O 32.0697 6.6162 -27.2824  0.0248
25 H 31.5588 6.4390 -26.4827  0.0012
26 H 32.7996 5.9592 -27.2786  -0.0006
27 O 31.5247 4.8915 -32.7940  0.0002
28 H 31.4921 5.2973 -31.9206  -0.0010
29 H 31.0086 4.0811 -32.7092  -0.0004
30 O 37.2722 3.7218 -29.5178  0.0000
31 H 36.7578 4.3122 -30.0799  0.0000
32 H 37.5331 4.2729 -28.7746  0.0000
33 O 34.4452 9.5047 -31.6246  0.0015
34 H 34.3493 10.2420 -31.0104  -0.0006
35 H 34.1625 8.7262 -31.1057  0.0041
36 O 31.1057 3.4016 -30.1185  0.0003
37 H 31.2682 3.1031 -29.2174  0.0007
38 H 31.6020 4.2327 -30.2017  -0.0013
39 O 34.3736 4.5445 -27.6913  0.0005
40 H 34.4515 4.7315 -28.6450  -0.0012
41 H 35.2279 4.7925 -27.3251  0.0001

Atoms 1-6, force components in eV/Å:
2.1949 -1.9031 -0.0710
2.7057 0.3291 0.4568
-1.7561 -0.4079 -0.3203
-1.1453 0.7621 0.1158
-1.8154 0.3041 0.5057
-0.4082 -0.4165 0.2619

2.
Density functional theory data (ωB97M-V/def2-TZVPD) for a 12-piece molecular cluster, CH25NO13 overall at a distorted geometry.

For the orbital gap, the calculation gives 10.6 eV. Its SMILES is NC(=O)O.O.O.O.O.O.O.O.O.O.O.O. The highest occupied orbital energy comes out at -10.47 eV. The energy above the lowest of the compared OMol25 structures with the same formula, charge and spin comes out at 0.0000 eV. The calculation puts the largest force on an atom at 0.03202 Eh/bohr. As for the charge: 0.

Last column: natural (NBO) charge in e.
Geometry (Å):
1 N -0.6727 -0.7381 1.1703  -0.8962
2 C 0.0194 0.4227 1.1569  0.8888
3 O -0.4922 1.4686 0.5017  -0.7386
4 O 1.1070 0.6378 1.6863  -0.7187
5 H -0.1821 -1.5799 1.4706  0.4168
6 H -1.4026 -0.9871 0.4855  0.4352
7 H -1.4094 1.3507 0.1283  0.5239
8 H 2.0083 1.6156 3.4615  0.4825
9 H 2.7258 0.4075 4.0746  0.4671
10 O 2.8665 1.3032 3.7567  -0.9491
11 H 1.6445 -2.8487 0.1199  0.5027
12 H 1.9132 -2.3398 1.5513  0.4827
13 O 1.4173 -3.0065 1.0565  -0.9921
14 H 1.0895 -1.9957 -2.2639  0.5088
15 H 1.6959 -3.4512 -2.1597  0.4889
16 O 1.2577 -2.7475 -1.6809  -0.9819
17 H 2.4688 2.3903 0.9003  0.5075
18 H 3.0877 3.7969 0.8613  0.4809
19 O 2.8254 3.0544 0.2865  -0.9662
20 H -0.5828 -3.4370 -0.1525  0.4860
21 H -1.3045 -3.9685 0.9549  0.4739
22 O -1.4965 -3.6943 0.0471  -0.9569
23 H -1.6758 -0.6302 -1.7726  0.5003
24 H -2.3445 -1.6874 -0.9541  0.4950
25 O -2.2426 -0.7177 -0.9742  -1.0090
26 H 0.3278 0.0525 -2.5563  0.5212
27 H -0.8878 -0.1380 -3.4846  0.4988
28 O -0.4535 -0.5108 -2.7119  -0.9729
29 H 1.6064 3.2356 -0.9930  0.5111
30 H 0.4721 2.2206 -0.9210  0.4893
31 O 0.9381 2.7821 -1.5475  -1.0032
32 H -2.6759 0.5575 2.3136  0.4774
33 H -3.6180 0.1151 3.4041  0.4803
34 O -3.5138 0.8004 2.7324  -0.9574
35 H 1.4220 1.7493 -2.8821  0.5120
36 H 2.4506 1.1649 -3.8938  0.4834
37 O 1.5431 1.0576 -3.5697  -1.0159
38 H -3.5135 1.7351 0.8406  0.5009
39 H -3.3553 0.8692 -0.4299  0.5056
40 O -3.0639 1.6908 -0.0134  -0.9632

Atoms 1-6, force components in eV/Å:
-0.1799 -1.0031 0.5251
1.0302 0.6184 -0.2024
-0.8780 -0.1827 -0.5711
-0.3446 -0.9351 0.1407
0.2175 0.6389 0.1377
0.5956 1.1195 0.2347

3.
Density functional theory data (ωB97M-V/def2-TZVPD) for a 2-piece molecular cluster, CH2BF3 overall at a distorted geometry.

For the orbital gap, the calculation gives 9.5 eV. The highest occupied orbital energy comes out at -10.41 eV. The energy above the lowest of the compared OMol25 structures with the same formula, charge and spin comes out at 3.4117 eV. The calculation puts the largest force on an atom at 0.07953 Eh/bohr. As for the charge: 0.

Last column: natural (NBO) charge in e.
Geometry (Å):
1 B 0.1376 1.1478 0.6264  0.3822
2 C -0.1190 -0.8272 -0.4070  0.8425
3 F -1.2835 -0.7662 -1.0399  -0.3453
4 F 0.8452 -0.8262 -1.3397  -0.3523
5 F -0.0607 -1.9780 0.2411  -0.3312
6 H -0.8189 1.7428 1.1586  -0.0934
7 H 1.2994 1.5070 0.7606  -0.1024

Atoms 1-6, force components in eV/Å:
-0.2588 -2.3476 0.0624
0.6262 3.8668 1.1745
-0.6228 -0.1393 -0.2464
0.2128 -0.1931 -0.1072
0.0837 -0.0401 0.4795
0.8289 -0.8069 -0.9291

4.
Density functional theory data (ωB97M-V/def2-TZVPD) for one molecule with the formula CH2BN at a distorted geometry.

For the orbital gap, the calculation gives 10.4 eV. Its SMILES is BC#N. The highest occupied orbital energy comes out at -11.76 eV. The energy above the lowest of the compared OMol25 structures with the same formula, charge and spin comes out at 0.3205 eV. The calculation puts the largest force on an atom at 0.07183 Eh/bohr. As for the charge: 0.

Last column: natural (NBO) charge in e.
Geometry (Å):
1 B 0.4052 -0.0878 0.0097  0.3602
2 C 1.8987 0.0389 0.0679  -0.0874
3 N 3.0426 -0.0398 -0.0386  -0.2142
4 H -0.1410 -1.2204 -0.1857  -0.0293
5 H -0.3910 1.0365 -0.1015  -0.0293

Atomic forces in eV per Å
-3.3426 1.0702 -1.1501
0.5114 -0.4222 0.0226
0.0943 0.2514 0.1091
0.8899 1.5589 0.5411
1.8471 -2.4583 0.4774

5.
Density functional theory data (ωB97M-V/def2-TZVPD) for CH2BN3O8 as an isolated structure at a distorted geometry.

For the orbital gap, the calculation gives 9.4 eV. The highest occupied orbital energy comes out at -10.67 eV. The energy above the lowest of the compared OMol25 structures with the same formula, charge and spin comes out at 2.1385 eV. The calculation puts the largest force on an atom at 0.05064 Eh/bohr. As for the charge: 0.

Last column: natural (NBO) charge in e.
Geometry (Å):
1 B -2.1365 -0.0294 0.0048  1.0614
2 C -1.2353 0.9691 0.8431  -0.1812
3 N -2.1198 1.8672 0.5495  0.4632
4 N 1.6370 -0.4633 -0.0239  0.7587
5 N -0.2747 1.1268 1.8230  0.5182
6 O -3.0754 0.9497 -0.1386  -0.5357
7 O 2.4813 -1.0664 0.5315  -0.3314
8 O 0.2993 0.0893 2.0739  -0.4223
9 O -2.2281 3.0096 0.6946  -0.2402
10 O 0.7007 -0.9160 -0.5720  -0.3951
11 O -0.0542 2.2147 2.2458  -0.3584
12 O -2.2525 -1.2513 -0.5370  -0.8350
13 O 1.6911 0.9020 -0.0274  -0.5430
14 H -1.3227 -1.5967 -0.4907  0.5235
15 H 2.1827 1.2608 0.7926  0.5172

Atoms 1-6, force components in eV/Å:
0.6408 -1.3816 0.3671
-0.8542 -2.3282 -0.7936
0.2586 -0.3696 0.2612
0.5963 0.1401 1.1277
-0.2239 -1.0178 -1.5953
-1.2498 2.1203 -0.6563

6.
Density functional theory data (ωB97M-V/def2-TZVPD) for CH2Br2NO as an isolated structure at a distorted geometry.

For the orbital gap (alpha / beta), the calculation gives 6.2 / 6.2 eV. The highest occupied orbital energy (alpha / beta) comes out at -3.05 / -3.05 eV. The energy above the lowest of the compared OMol25 structures with the same formula, charge and spin comes out at 0.6158 eV. The calculation puts the largest force on an atom at 0.08291 Eh/bohr. As for the charge: -1.

Last column: natural (NBO) charge in e.
Geometry (Å):
1 C 0.2046 0.3556 0.2288  -0.0703
2 N -0.0181 -0.4888 -0.7179  -0.1601
3 O -0.7452 -0.2127 -1.7207  -0.6507
4 Br 1.8389 0.4574 1.1391  0.0402
5 Br -1.4712 -0.0074 2.0282  -0.7373
6 H -0.3454 1.3145 -0.1031  0.2462
7 H 0.5364 -1.4187 -0.8545  0.3320

Atoms 1-6, force components in eV/Å:
-1.2535 2.1396 -1.7139
3.3555 -2.6034 -0.3714
-1.7272 0.2017 -1.4186
0.0288 -0.2603 0.1885
-0.5831 -0.0626 0.8855
1.2546 -1.3741 1.2986

7.
Density functional theory data (ωB97M-V/def2-TZVPD) for a 2-piece molecular cluster, CH2Br2O3 overall.

For the orbital gap, the calculation gives 8.8 eV. Its SMILES is O=C(O)O.BrBr. The highest occupied orbital energy comes out at -10.08 eV. The energy above the lowest of the compared OMol25 structures with the same formula, charge and spin comes out at 0.0000 eV. The calculation puts the largest force on an atom at 0.01439 Eh/bohr. As for the charge: 0.

Last column: natural (NBO) charge in e.
Geometry (Å):
1 C 0.1369 0.4267 -0.7986  0.9812
2 O -0.3373 -0.5934 -0.0620  -0.7180
3 O 0.3186 1.5054 -0.0511  -0.6694
4 O 0.3778 0.3666 -1.9629  -0.6097
5 Br 3.5887 1.2082 -1.8744  0.0255
6 Br 3.2786 -0.3784 -0.2819  -0.0200
7 H -0.4205 -1.4018 -0.5861  0.5099
8 H 0.0854 1.3259 0.8725  0.5005

Atoms 1-6, force components in eV/Å:
-0.0092 -0.5597 -0.2104
-0.2327 -0.2405 0.6598
-0.0322 0.4307 0.3212
-0.0333 0.1261 -0.3352
0.0935 0.1110 -0.0933
0.0764 -0.1226 0.1169

8.
Density functional theory data (ωB97M-V/def2-TZVPD) for one molecule with the formula CH2Br2S at a distorted geometry.

For the orbital gap, the calculation gives 9.8 eV. Its SMILES is SC(Br)Br. The highest occupied orbital energy comes out at -9.66 eV. The energy above the lowest of the compared OMol25 structures with the same formula, charge and spin comes out at 0.3093 eV. The calculation puts the largest force on an atom at 0.08219 Eh/bohr. As for the charge: 0.

Last column: natural (NBO) charge in e.
Geometry (Å):
1 C 0.3818 0.0851 -0.2639  -0.5730
2 S -0.9273 0.6285 1.0440  -0.0196
3 Br 0.7289 -1.7676 -0.2348  0.1010
4 Br 1.9022 1.2788 -0.2905  0.1129
5 H -0.3801 0.2113 -1.1524  0.2516
6 H -1.7055 -0.4361 0.8976  0.1271

Atomic forces in eV per Å
-3.9140 1.1335 -1.1221
1.6082 0.1949 -0.0706
0.5240 -0.5101 0.2353
-0.6996 -0.5320 0.0113
2.5774 0.0652 1.1465
-0.0959 -0.3515 -0.2004

9.
Density functional theory data (ωB97M-V/def2-TZVPD) for one molecule with the formula CH2Br2S at a distorted geometry.

For the orbital gap, the calculation gives 9.8 eV. Its SMILES is SC(Br)Br. The highest occupied orbital energy comes out at -9.86 eV. The energy above the lowest of the compared OMol25 structures with the same formula, charge and spin comes out at 0.0774 eV. The calculation puts the largest force on an atom at 0.03114 Eh/bohr. As for the charge: 0.

Last column: natural (NBO) charge in e.
Geometry (Å):
1 C 0.4930 -0.8736 -0.6093  -0.4975
2 S 1.1801 0.7719 -0.3268  0.0810
3 Br 0.8651 -2.1640 0.8480  0.0425
4 Br 0.9272 -1.7685 -2.3850  0.0310
5 H -0.5931 -0.7146 -0.6162  0.2193
6 H -0.0234 1.0574 0.1193  0.1237

Atomic forces in eV per Å
-0.2022 -0.8088 -0.5061
0.2836 -0.8334 -0.4687
-0.1011 0.4892 -0.5920
-0.1817 0.8777 1.3272
0.5441 -0.5902 -0.1611
-0.3427 0.8656 0.4007

10.
Density functional theory data (ωB97M-V/def2-TZVPD) for CH2Br2S as an isolated structure at a distorted geometry.

For the orbital gap (alpha / beta), the calculation gives 7.4 / 6.5 eV. The spin multiplicity is 3. The highest occupied orbital energy (alpha / beta) comes out at -7.65 / -9.10 eV. The energy above the lowest of the compared OMol25 structures with the same formula, charge and spin comes out at 0.5945 eV. The calculation puts the largest force on an atom at 0.06179 Eh/bohr. As for the charge: 0. Its expectation value of S² is 2.009.

Last column: Mulliken spin population.
Geometry (Å):
1 C -1.1193 0.0747 -0.0112  0.8815
2 S 1.6279 -0.6942 1.0892  0.8597
3 Br -0.4721 0.7634 -1.5912  0.0878
4 Br 2.4863 0.2267 -0.5970  0.1726
5 H -1.5908 -0.9786 0.1086  -0.0014
6 H -0.9321 0.6081 1.0016  -0.0002

Atomic forces in eV per Å
-0.9756 -1.0493 2.8362
0.2752 -0.2104 0.2432
-0.9599 -0.0429 -0.0638
0.9177 -0.0742 0.1465
1.0270 2.0536 -0.8415
-0.2844 -0.6769 -2.3206